No. 1
Computed, not measured: a cluster of 8 separate species, C40H79N11O11P in total in a non-equilibrium geometry, with ωB97M-V with the def2-TZVPD basis set.

The geometry in XYZ format:
```
142
Properties=species:S:1:pos:R:3
C 3.7141 0.1642 2.5073
C 3.3544 0.6196 1.0820
C 1.8637 0.9338 0.8471
C 1.2643 2.2101 1.4170
N 1.6872 3.2918 2.0594
P 3.4182 3.5697 2.5283
N 4.1169 4.6677 1.4098
O 3.4625 4.3561 3.9721
C 0.5727 4.1822 2.2691
C 0.6299 5.5376 2.9631
C -0.0574 6.7146 2.2344
O 0.1445 7.8576 3.1037
C 0.5263 7.1009 0.8324
N 1.8950 6.6635 0.5524
C -0.4896 3.5195 1.7108
C -1.8618 4.1762 1.7172
C -3.0558 3.2301 1.8639
C -3.0987 2.1202 2.7128
C -4.2742 1.3711 2.7653
C -5.4060 1.6813 2.0246
C -5.3738 2.7852 1.1631
C -6.5571 3.2449 0.3120
C -4.1944 3.5289 1.1062
N -0.0578 2.3157 1.1841
C -0.8748 1.3526 0.4727
C -0.5956 1.4711 -1.0468
O -0.3981 2.5628 -1.5167
O -0.5828 0.3130 -1.7795
H 3.5629 0.9208 3.2870
H 4.7824 -0.1123 2.5330
H 3.1505 -0.7505 2.7542
H 3.6284 -0.1790 0.3771
H 3.9611 1.4915 0.7787
H 1.2779 0.0939 1.2641
H 1.6706 0.9175 -0.2374
H 3.7094 4.5623 0.4852
H 4.0791 5.6305 1.7387
H 3.4587 3.6912 4.6789
H 1.6837 5.8253 3.1105
H 0.2358 5.3910 3.9847
H -1.1446 6.6152 2.1138
H -0.6717 8.3660 3.0335
H -0.1496 6.8012 0.0119
H 0.5423 8.2046 0.8040
H 2.4418 6.8904 1.3758
H 1.8511 5.6642 0.3912
H -1.8844 4.8383 2.5965
H -1.9902 4.7797 0.8050
H -2.2265 1.8511 3.3145
H -4.3387 0.5100 3.4380
H -6.3364 1.1110 2.0825
H -7.4525 3.2052 0.9497
H -6.6606 2.6279 -0.5909
H -6.4480 4.2957 -0.0001
H -4.1645 4.4013 0.4415
H -1.9492 1.4182 0.6761
H -0.5596 0.3517 0.8150
H 0.1594 -0.2129 -1.4084
C 1.9732 -2.5687 -1.2323
O 1.9996 -1.5095 -0.5905
N 2.0608 -2.6526 -2.5630
C 2.0262 -3.9257 -3.2814
C 2.1995 -1.4222 -3.3335
H 1.8782 -3.5390 -0.7401
H 2.9586 -4.0330 -3.8430
H 1.1823 -3.9201 -3.9751
H 1.9167 -4.7698 -2.5993
H 3.1021 -0.9008 -3.0149
H 1.3371 -0.7788 -3.1423
H 2.2607 -1.6451 -4.3956
C -0.4447 -5.2404 -1.2823
O 0.7821 -5.2294 -1.3108
N -1.2200 -6.1797 -1.8263
C -2.6726 -6.1259 -1.7547
C -0.5918 -7.2968 -2.5150
H -1.0160 -4.4398 -0.7840
H -3.0402 -7.0139 -1.2403
H -3.0823 -6.1006 -2.7645
H -3.0014 -5.2404 -1.2129
H 0.0577 -7.8322 -1.8212
H 0.0167 -6.9213 -3.3385
H -1.3508 -7.9723 -2.9007
C -2.3787 -4.0976 2.1019
O -3.1313 -5.0444 2.1912
N -1.3825 -3.8085 2.9654
C -0.5213 -2.6571 2.7899
C -1.1696 -4.6841 4.1072
H -2.4552 -3.3716 1.2712
H 0.5152 -2.9873 2.6921
H -0.6086 -2.0004 3.6596
H -0.8023 -2.1020 1.8946
H -0.9572 -5.6943 3.7557
H -2.0738 -4.7135 4.7163
H -0.3369 -4.3231 4.7064
C -1.1311 -1.2394 -6.0705
O -1.1862 -1.9189 -7.0754
N -1.3922 0.0823 -6.0104
C -1.3046 0.8244 -4.7680
C -1.7718 0.7773 -7.2290
H -0.8525 -1.6691 -5.0911
H -2.2787 1.2653 -4.5404
H -0.5632 1.6198 -4.8719
H -1.0118 0.1723 -3.9536
H -2.6777 0.3275 -7.6377
H -0.9751 0.6790 -7.9675
H -1.9485 1.8299 -7.0203
C -6.1344 -6.1117 -4.5282
O -5.4457 -6.7780 -3.7787
N -6.1000 -4.7666 -4.6258
C -6.9539 -4.0382 -5.5447
C -5.1787 -4.0268 -3.7841
H -6.8663 -6.5753 -5.2095
H -6.3358 -3.4715 -6.2442
H -7.5871 -3.3477 -4.9835
H -7.5866 -4.7232 -6.1054
H -4.1571 -4.3513 -3.9898
H -5.4015 -4.2293 -2.7345
H -5.2683 -2.9602 -3.9777
C 2.8472 2.4450 8.5871
O 2.8466 1.8516 7.5222
N 2.5407 3.7480 8.7358
C 2.5574 4.4128 10.0260
C 2.1836 4.4992 7.5515
H 3.1073 1.9459 9.5339
H 1.5632 4.8068 10.2450
H 3.2732 5.2365 10.0014
H 2.8442 3.7171 10.8120
H 1.3103 4.0394 7.0840
H 3.0153 4.4635 6.8452
H 1.9609 5.5328 7.8048
C 5.6184 -1.9799 -3.2170
O 5.3872 -0.7960 -3.3908
N 6.7130 -2.6285 -3.6501
C 6.9197 -4.0432 -3.4038
C 7.7207 -1.8850 -4.3892
H 4.9174 -2.6331 -2.6676
H 7.8390 -4.1821 -2.8317
H 7.0065 -4.5692 -4.3565
H 6.0858 -4.4612 -2.8423
H 8.0992 -1.0711 -3.7696
H 7.2714 -1.4561 -5.2856
H 8.5403 -2.5420 -4.6699
```

As for the net charge: +1. Its frontier orbital gap is 8.842 eV. As for the maximum force: 3.29 eV/Å.

Löwdin atomic charge list, values in e, 2 entries: -0.12, -0.26

No. 2
Computed, not measured: a cluster of 11 separate species, C40H80Cl4O9 in total in a non-equilibrium geometry, with ωB97M-V with the def2-TZVPD basis set.

The geometry in XYZ format:
```
133
Properties=species:S:1:pos:R:3
C -3.2820 -1.1464 5.4047
C -2.9577 0.3156 5.6945
C -2.1894 0.6560 4.4158
O -1.3385 -0.4903 4.2771
C -1.8538 -1.5740 5.0375
H -3.9494 -1.2636 4.4741
H -3.6225 -1.8283 6.2392
H -2.4076 0.3229 6.6158
H -3.7747 0.9969 5.9272
H -1.5798 1.5427 4.3263
H -2.9476 0.6951 3.6499
H -1.2955 -1.6737 6.0029
H -1.8034 -2.5188 4.4429
C 4.0697 -3.6739 -3.6500
C 3.5780 -3.6941 -2.1637
C 2.1523 -3.1872 -2.2681
O 2.1083 -2.2827 -3.3929
C 3.1187 -2.7145 -4.3514
H 4.1688 -4.6812 -4.0783
H 5.0425 -3.2212 -3.6962
H 4.2408 -3.0790 -1.5340
H 3.6394 -4.7266 -1.9121
H 1.7744 -2.5880 -1.3723
H 1.5145 -4.0220 -2.3865
H 3.6450 -1.8173 -4.7493
H 2.5339 -3.0825 -5.1941
C 4.7973 -0.3583 -0.4725
C 4.5665 0.4321 -1.8588
C 3.5303 1.4642 -1.4273
O 3.6177 1.5905 -0.0011
C 3.7508 0.2566 0.5051
H 5.7527 -0.1186 0.0204
H 4.7034 -1.4608 -0.4912
H 4.2646 -0.0664 -2.8071
H 5.5075 0.9361 -2.1207
H 2.4795 1.0880 -1.5481
H 3.5843 2.4310 -1.8315
H 2.7971 -0.3596 0.5369
H 4.1160 0.3154 1.5852
C -2.9195 -2.0069 -2.6417
C -2.3954 -1.3903 -3.9255
C -3.3765 -1.7933 -4.9928
O -4.0897 -2.8840 -4.4400
C -4.2524 -2.5514 -3.0904
H -3.0296 -1.2475 -1.8321
H -2.2286 -2.7406 -2.2509
H -1.3561 -1.6683 -4.0834
H -2.4427 -0.3182 -3.9111
H -2.8788 -2.0337 -5.9289
H -4.1046 -0.9313 -5.1936
H -4.7238 -3.4321 -2.6491
H -4.9792 -1.7095 -2.9653
C 1.4571 1.5421 -4.6195
C 0.0887 1.5152 -5.2779
C -0.7888 2.1058 -4.1824
O 0.0310 3.0293 -3.4388
C 1.3680 2.8974 -3.8970
H 2.3283 1.4324 -5.2463
H 1.5818 0.6755 -3.8780
H -0.2885 0.4780 -5.5167
H 0.0845 2.0384 -6.2296
H -1.0220 1.2692 -3.5269
H -1.7663 2.5033 -4.5277
H 2.0325 3.0232 -3.0273
H 1.6239 3.7187 -4.6518
C 0.1397 5.1539 1.6187
C 1.2221 4.7139 0.5704
C 0.5670 3.4986 -0.0345
O -0.3646 2.9305 1.0035
C -1.0163 4.1617 1.5270
H -0.2312 6.1598 1.6009
H 0.5694 5.0661 2.6029
H 2.2294 4.4998 0.8889
H 1.3245 5.4707 -0.2623
H 1.2986 2.7350 -0.1515
H 0.0484 3.6581 -1.0399
H -1.4249 3.9471 2.5102
H -1.8446 4.4415 0.7917
C 2.2099 -3.5043 2.2574
C 2.3261 -2.3994 3.3546
C 1.2949 -2.8009 4.3974
O 0.4472 -3.8130 3.8262
C 0.7344 -3.9025 2.4560
H 3.0185 -4.3146 2.3922
H 2.3769 -3.0648 1.2523
H 2.1107 -1.4301 2.8709
H 3.3243 -2.2494 3.7357
H 0.7407 -1.9010 4.6839
H 1.8428 -3.2004 5.2838
H 0.1153 -3.2590 1.8895
H 0.4435 -4.8673 2.0884
C 2.6082 1.7700 5.6928
C 1.3553 1.7563 4.7677
C 1.9962 2.0603 3.4575
O 3.1436 2.9442 3.6993
C 3.7649 2.3142 4.7984
H 2.9246 0.8356 6.2224
H 2.4904 2.4050 6.5332
H 0.6030 2.3777 5.1141
H 0.7310 0.8210 4.6711
H 1.3849 2.5750 2.7067
H 2.3286 1.0560 3.1219
H 4.3847 3.0597 5.2931
H 4.2978 1.4395 4.4017
C -3.2882 2.9754 -1.3001
C -3.8437 1.7561 -2.0850
C -4.7002 2.4212 -3.1346
O -4.0561 3.6238 -3.5148
C -3.1060 3.9596 -2.4614
H -2.3737 2.7849 -0.8337
H -3.9587 3.3640 -0.5487
H -4.4425 1.0507 -1.4449
H -2.9196 1.2683 -2.5276
H -5.6442 2.7583 -2.7380
H -4.8248 1.7640 -4.0161
H -3.2934 5.0333 -2.1783
H -2.0738 3.9316 -2.8512
Cl -5.2111 -4.0490 1.1721
C -3.7845 -4.1794 0.0362
C -2.6208 -4.8995 0.7412
Cl -1.0783 -4.5870 -0.1548
H -3.3608 -3.3027 -0.3657
H -4.0774 -4.8039 -0.7902
H -2.8169 -5.9086 0.9920
H -2.4101 -4.4383 1.7342
Cl -0.4061 0.2605 -1.5140
C -0.3109 -0.2915 0.1340
C -1.4379 0.1348 0.9855
Cl -2.9872 -0.7318 0.6003
H 0.4840 0.2478 0.6144
H -0.1105 -1.3965 0.0950
H -1.6803 1.1973 0.7924
H -1.1880 -0.0232 2.0440
```

As for the net charge: 0. The SMILES is C1CCOC1.C1CCOC1.C1CCOC1.C1CCOC1.C1CCOC1.C1CCOC1.C1CCOC1.C1CCOC1.C1CCOC1.ClCCCl.ClCCCl. Its frontier orbital gap is 9.792 eV. As for the maximum force: 2.90 eV/Å.

Löwdin atomic charge list, values in e, 2 entries: -0.16, -0.17

No. 3
Computed, not measured: a cluster of 10 separate species, C40H80O30 in total in a non-equilibrium geometry, with ωB97M-V with the def2-TZVPD basis set.

The geometry in XYZ format:
```
150
Properties=species:S:1:pos:R:3
C -1.1908 2.0936 5.4428
C -2.5328 1.8945 4.8615
O -2.2844 1.4317 3.5420
C -3.2278 0.6998 2.9249
O -4.3694 0.4782 3.3661
O -2.6804 0.1668 1.7814
C -3.4563 -0.6726 0.9946
H -0.7158 1.1323 5.6387
H -1.3900 2.4807 6.4421
H -0.6147 2.8213 4.8712
H -3.0444 2.8524 4.7677
H -3.1683 1.2273 5.4438
H -4.2498 -0.1394 0.4710
H -3.8187 -1.4836 1.6264
H -2.7864 -1.0358 0.2152
C 0.9232 -1.6877 4.2384
C -0.2401 -1.8935 3.2745
O -0.3614 -3.2142 2.7859
C -1.5694 -3.7192 2.5844
O -2.6919 -3.1669 2.7470
O -1.3551 -4.8770 1.9836
C -2.4755 -5.6875 1.4507
H 0.9068 -0.6265 4.4870
H 1.8658 -1.8740 3.7238
H 0.9055 -2.2432 5.1761
H -0.1714 -1.3240 2.3476
H -1.1337 -1.5770 3.8125
H -3.3779 -5.5533 2.0472
H -2.1089 -6.7138 1.4358
H -2.7360 -5.4671 0.4155
C -7.9526 -5.4816 -5.6529
C -6.5251 -5.3430 -6.1691
O -5.5486 -4.7753 -5.3005
C -4.7534 -5.4129 -4.3401
O -4.8522 -6.5800 -4.0331
O -3.8292 -4.6138 -3.8683
C -2.6993 -4.9984 -3.0249
H -8.4576 -6.3324 -6.1103
H -8.6195 -4.6197 -5.6734
H -7.9422 -5.8114 -4.6140
H -6.5405 -4.6455 -7.0065
H -6.1228 -6.3001 -6.5011
H -2.2357 -4.0660 -2.7028
H -1.9836 -5.6531 -3.5222
H -3.0459 -5.5132 -2.1288
C 0.9564 11.8468 -0.8557
C 0.6942 10.4448 -1.2635
O 1.6090 9.5210 -0.6354
C 1.3650 8.2116 -0.8050
O 0.7332 7.6320 -1.6600
O 2.1002 7.6136 0.0985
C 2.2169 6.1519 0.0740
H 1.1491 11.8741 0.2168
H 0.2488 12.6051 -1.1910
H 1.8978 12.1557 -1.3099
H 0.8984 10.3288 -2.3279
H -0.3457 10.1773 -1.0761
H 2.4600 5.9730 1.1213
H 3.1221 5.8997 -0.4783
H 1.3018 5.6281 -0.2022
C -0.5406 -2.0351 -1.0557
C 0.1259 -0.7408 -1.4422
O -0.2616 0.2772 -0.5143
C 0.5013 0.6528 0.4913
O 1.5192 0.0918 0.9075
O 0.0981 1.8864 0.8096
C 0.8638 2.8612 1.5696
H -0.3234 -2.3063 -0.0226
H -0.0402 -2.8063 -1.6412
H -1.6090 -2.1154 -1.2560
H -0.1562 -0.3761 -2.4299
H 1.1967 -0.8997 -1.3147
H 0.3261 3.8004 1.4403
H 1.9237 3.0075 1.3614
H 0.8587 2.5740 2.6211
C 0.9908 8.8208 4.2891
C 0.9420 8.3886 2.7915
O -0.2560 7.6726 2.5146
C -0.4196 6.3080 2.6950
O 0.4296 5.5394 3.1731
O -1.6609 5.9780 2.2465
C -2.1608 4.6844 2.3619
H 1.8136 9.5326 4.3550
H 1.2504 7.9632 4.9097
H 0.0625 9.2429 4.6741
H 1.7957 7.7474 2.5722
H 0.9642 9.2971 2.1896
H -1.9123 4.2761 1.3823
H -3.2457 4.5871 2.3213
H -1.6282 4.0695 3.0874
C -7.6537 -1.4324 -5.2699
C -6.5286 -1.6050 -4.2948
O -5.2999 -1.3247 -4.9124
C -4.3566 -0.6617 -4.1642
O -4.4264 -0.3639 -2.9862
O -3.2812 -0.4210 -4.9237
C -2.1493 0.2624 -4.3679
H -7.7492 -0.3792 -5.5337
H -8.5768 -1.7913 -4.8145
H -7.5058 -1.9482 -6.2187
H -6.5284 -2.6447 -3.9673
H -6.7301 -1.0994 -3.3504
H -2.3157 0.7962 -3.4322
H -1.5044 0.8343 -5.0351
H -1.5220 -0.6178 -4.2270
C 5.2444 -7.6274 2.7033
C 5.2577 -6.1166 2.7546
O 4.0392 -5.5508 2.2762
C 3.8442 -4.2085 2.1833
O 4.6927 -3.2776 2.2824
O 2.6267 -4.0279 1.5957
C 2.2817 -2.7942 1.0121
H 4.8959 -8.0530 1.7623
H 4.6773 -8.0915 3.5102
H 6.2785 -7.8944 2.9213
H 5.9803 -5.7237 2.0394
H 5.5794 -5.7512 3.7299
H 1.2939 -2.4908 1.3587
H 2.1755 -2.9757 -0.0574
H 3.0198 -1.9921 1.0158
C 4.9299 6.7029 4.2147
C 4.2752 5.8859 3.0391
O 4.7483 4.5714 2.9967
C 4.6079 3.8053 1.9463
O 4.2126 4.1589 0.8349
O 5.1689 2.6290 2.3128
C 5.2114 1.5971 1.3031
H 5.9594 6.8645 3.8951
H 4.9788 6.2185 5.1899
H 4.4103 7.6596 4.1623
H 4.5315 6.3215 2.0734
H 3.1973 5.8662 3.1996
H 4.2364 1.1295 1.1655
H 5.9400 0.8504 1.6186
H 5.5578 2.0563 0.3772
C 4.9468 -9.0279 -5.4374
C 5.0443 -7.7441 -4.5088
O 3.6944 -7.5260 -4.2009
C 3.3470 -6.3375 -3.6784
O 4.1252 -5.4374 -3.3498
O 2.0232 -6.2136 -3.7135
C 1.4716 -5.2374 -2.7799
H 4.7914 -10.0243 -5.0236
H 5.9189 -9.2014 -5.8989
H 4.3033 -8.9773 -6.3157
H 5.5022 -6.9085 -5.0381
H 5.5688 -8.0178 -3.5934
H 1.8059 -5.3901 -1.7537
H 0.3874 -5.3211 -2.7048
H 1.7487 -4.1999 -2.9663
```

As for the net charge: 0. The SMILES is CCOC(=O)OC.CCOC(=O)OC.CCOC(=O)OC.CCOC(=O)OC.CCOC(=O)OC.CCOC(=O)OC.CCOC(=O)OC.CCOC(=O)OC.CCOC(=O)OC.CCOC(=O)OC. Its frontier orbital gap is 10.969 eV. The energy relative to the best compared isomer or geometry (same formula, charge and spin) comes out at 116.8 kcal/mol. As for the maximum force: 4.39 eV/Å.

Löwdin atomic charge list, values in e, 2 entries: -0.06, -0.24

Q: Which of these has the highest maximum force?
A: C40H80O30

Q: Among the records above, which one has the lowest maximum force?
A: C40H80Cl4O9

Q: Which value of frontier orbital gap does entry 3 give?
A: 10.969 eV